Density functional theory data (ωB97M-V with the def2-TZVPD basis set) for an isolated molecule of C27H33NO4.

The geometry in ORCA input format:
```
! RIJCOSX wB97M-V def2-TZVPD def2/J DEFGRID3
* xyz 0 1
C 0.294 0.773 5.165
H 0.030 1.326 6.062
H -0.240 -0.175 5.179
H 1.362 0.572 5.192
C -0.080 1.602 3.932
N 0.109 0.961 2.639
C -0.837 -0.096 2.336
H -0.421 -0.685 1.520
C -2.170 0.531 1.871
O -1.931 1.687 1.115
H -1.035 1.974 1.362
C -3.051 -0.448 1.059
O -2.696 -0.637 -0.281
C -1.715 -1.612 -0.587
C -2.109 -2.300 -1.880
C -2.625 -1.558 -2.929
C -2.967 -2.159 -4.128
C -2.783 -3.527 -4.296
C -2.259 -4.275 -3.242
C -1.930 -3.667 -2.049
H -1.533 -4.265 -1.241
H -2.125 -5.336 -3.383
O -3.080 -4.225 -5.430
C -3.620 -3.528 -6.524
H -2.929 -2.763 -6.896
H -4.577 -3.060 -6.271
H -3.780 -4.275 -7.300
H -3.373 -1.551 -4.921
H -2.775 -0.499 -2.795
C -0.334 -1.019 -0.802
C -0.183 0.311 -1.160
C 1.072 0.855 -1.376
C 2.206 0.060 -1.245
C 2.055 -1.286 -0.905
C 0.801 -1.817 -0.690
H 0.701 -2.859 -0.423
H 2.941 -1.894 -0.812
O 3.489 0.486 -1.415
C 3.712 1.841 -1.723
H 4.792 1.950 -1.805
H 3.342 2.498 -0.929
H 3.248 2.118 -2.676
H 1.154 1.896 -1.645
H -1.062 0.932 -1.236
H -1.671 -2.365 0.216
H -3.096 -1.406 1.599
H -4.057 -0.022 1.011
H -2.762 0.802 2.765
H -1.031 -0.771 3.182
C 1.497 0.647 2.336
C 2.316 1.902 2.191
C 3.537 2.041 2.836
C 4.292 3.191 2.676
C 3.830 4.219 1.874
C 2.611 4.090 1.228
C 1.862 2.937 1.382
H 0.916 2.832 0.874
H 2.245 4.889 0.599
H 4.416 5.118 1.751
H 5.242 3.284 3.182
H 3.903 1.243 3.465
H 1.956 -0.014 3.087
H 1.517 0.118 1.378
H 0.520 2.518 3.927
H -1.131 1.890 4.002
*
```

Calculated values
**Energy above the lowest of the compared OMol25 structures with the same formula, charge and spin**: 300.8 kJ/mol
**Kohn-Sham gap**: 8.74 eV
**SMILES string**: CCN(Cc1ccccc1)C[C@@H](O)COC(c1ccc(OC)cc1)c1ccc(OC)cc1
**Electronic energy**: -1404.32477 Ha

Atom charges from the Mulliken analysis, given in e for atoms 1 to 6:
1. C -1.14
2. H 0.43
3. H 0.27
4. H 0.26
5. C -0.80
6. N 0.70